{
  "formula": "C6H11NS",
  "method": "ωB97M-V/def2-TZVPD",
  "species": ["C", "C", "C", "C", "C", "C", "H", "H", "H", "H", "H", "H", "H", "H", "H", "H", "H", "N", "S"],
  "positions_angstrom": [[-1.32591, -1.37508, 0.66272], [-0.47313, -0.04253, 0.60804], [1.19931, -0.28144, 0.75813], [1.56628, -0.09485, -0.67747], [0.87026, 1.23821, -0.72941], [-0.54814, 0.84224, -0.72360], [-3.39344, -0.91080, 1.77010], [-0.73860, -1.93418, -0.12318], [-1.12860, -1.95919, 1.52767], [-0.73934, 0.64402, 1.34726], [1.42573, -1.32643, 0.97644], [1.60388, 0.57588, 1.39159], [0.98946, -0.77653, -1.40020], [2.69921, 1.66745, -1.52137], [1.14282, 2.20180, -0.08710], [-1.32040, 1.49562, -0.72784], [-0.72328, 0.09765, -1.55964], [1.85387, 1.00347, -1.72322], [-2.95997, -1.06532, 0.23107]],
  "lowdin_charge": [-0.67, -0.30, -0.11, -0.25, -0.41, -0.14, 0.02, 0.09, 0.06, 0.09, 0.09, 0.13, 0.14, 0.13, 0.19, 0.06, 0.13, 0.07, 0.68],
  "smiles": "SCC1C[C@@H]2N[C@H]2C1",
  "homo_ev": -8.237,
  "orbital_gap_ev": 8.731,
  "de_lowest_kcal_mol": 136.0
}



{
  "formula": "ClHNO2P",
  "method": "ωB97M-V/def2-TZVPD",
  "species": ["N", "O", "O", "P", "Cl", "H"],
  "positions_angstrom": [[2.18937, -1.24003, 0.51024], [2.63756, -0.28061, 0.09248], [0.03695, -0.20725, -0.67368], [-1.37828, 0.24563, -0.63918], [-1.38420, 2.00760, 0.27521], [-2.10141, -0.52533, 0.43492]],
  "lowdin_charge": [0.03, -0.05, -0.54, 0.34, 0.23, -0.01],
  "homo_ev": [-9.982, -7.916],
  "orbital_gap_ev": [10.803, 5.313],
  "de_lowest_kcal_mol": 18.0
}



{
  "formula": "C54H45Cl3HfN4O2S2Sb",
  "method": "ωB97M-V/def2-TZVPD",
  "species": ["Hf", "C", "C", "C", "C", "C", "C", "N", "Sb", "C", "C", "C", "C", "C", "C", "N", "C", "C", "C", "C", "C", "C", "N", "H", "H", "H", "H", "H", "H", "H", "H", "H", "H", "H", "H", "H", "H", "H", "H", "H", "H", "C", "C", "C", "C", "C", "C", "C", "S", "O", "C", "C", "C", "C", "C", "C", "C", "C", "C", "C", "C", "C", "C", "C", "C", "C", "C", "C", "C", "C", "S", "O", "C", "C", "C", "C", "C", "C", "C", "H", "H", "H", "H", "H", "H", "H", "H", "H", "H", "H", "H", "H", "H", "H", "H", "H", "H", "H", "H", "H", "H", "H", "H", "H", "H", "Cl", "C", "Cl", "Cl", "C", "N", "H"],
  "positions_angstrom": [[0.00000, 0.00000, 0.00000], [1.34540, -1.93910, -2.76520], [1.73600, -0.49470, -2.75420], [2.17750, 0.14680, -3.91990], [2.53260, 1.49530, -3.86370], [2.44100, 2.19030, -2.65690], [1.98920, 1.52830, -1.51170], [1.66140, 0.20480, -1.58980], [1.93950, 2.66230, 0.34770], [2.40860, 0.99680, 1.58900], [3.47690, 1.04770, 2.48760], [3.75050, -0.06730, 3.28350], [2.95860, -1.21310, 3.17300], [1.89500, -1.22520, 2.25910], [1.01650, -2.42640, 2.10200], [1.65300, -0.12450, 1.49780], [-0.14690, 2.76610, 0.96810], [-0.73510, 4.03230, 1.04080], [-2.05620, 4.15530, 1.47370], [-2.77960, 3.01750, 1.83460], [-2.16290, 1.76070, 1.76060], [-2.89770, 0.51320, 2.13800], [-0.87190, 1.67010, 1.34050], [1.45670, -2.38410, -3.77700], [0.28520, -2.03610, -2.45060], [1.98740, -2.50230, -2.05620], [2.25050, -0.38860, -4.85790], [2.88250, 2.00140, -4.75400], [2.72410, 3.23370, -2.61020], [4.08570, 1.93820, 2.56780], [4.57450, -0.04420, 3.98470], [3.17210, -2.07640, 3.79070], [1.32480, -3.24960, 2.78090], [1.07300, -2.79010, 1.05410], [-0.03340, -2.14890, 2.33270], [-0.17010, 4.91450, 0.76910], [-2.51740, 5.13280, 1.53300], [-3.80410, 3.11750, 2.17000], [-3.93670, 0.73450, 2.46270], [-2.36520, 0.00650, 2.96970], [-2.93780, -0.16900, 1.26320], [-2.76250, 6.16930, -5.50800], [-2.31610, 5.10490, -4.55050], [-2.52960, 5.24100, -3.17460], [-2.11040, 4.24240, -2.29160], [-1.48210, 3.08930, -2.77350], [-1.22220, 2.97660, -4.14220], [-1.64270, 3.97390, -5.02560], [-0.96040, 1.75330, -1.66290], [-0.40430, 2.45940, -0.45860], [-2.66900, 1.27060, -1.20600], [-3.21730, 1.76400, -0.01700], [-4.48480, 1.36510, 0.39740], [-5.22540, 0.43930, -0.34510], [-6.49350, 0.03850, 0.10770], [-7.24690, -0.89770, -0.59700], [-6.73770, -1.45090, -1.76240], [-5.47820, -1.06130, -2.22380], [-4.68920, -0.10090, -1.54160], [-3.39640, 0.33490, -1.98810], [-2.80750, -0.19540, -3.25000], [-3.29680, 0.29260, -4.51600], [-4.34700, 1.23720, -4.65200], [-4.78770, 1.69220, -5.89720], [-4.18930, 1.22100, -7.05510], [-3.14620, 0.30360, -6.96390], [-2.69220, -0.15690, -5.71630], [-1.61620, -1.04220, -5.66130], [-1.12920, -1.49790, -4.43940], [-1.72770, -1.11860, -3.22640], [-0.96250, -1.75690, -1.66660], [-1.98820, -1.63270, -0.58120], [-1.07820, -3.50140, -2.16480], [0.08260, -4.19930, -2.51380], [-0.00220, -5.51860, -2.96660], [-1.24390, -6.15940, -3.05700], [-1.35140, -7.56110, -3.58160], [-2.40030, -5.46560, -2.67950], [-2.31780, -4.14760, -2.22710], [-3.44900, 6.87520, -5.02890], [-3.29240, 5.72070, -6.35500], [-1.89770, 6.72750, -5.87960], [-3.02580, 6.12360, -2.77730], [-2.27850, 4.37050, -1.22510], [-0.70630, 2.10580, -4.53770], [-1.45060, 3.85640, -6.08980], [-2.65030, 2.45170, 0.60670], [-4.87780, 1.76810, 1.32860], [-6.90400, 0.45110, 1.02730], [-8.22390, -1.19900, -0.22940], [-7.31350, -2.18870, -2.31450], [-5.11320, -1.52750, -3.13660], [-4.83950, 1.64960, -3.77280], [-5.59470, 2.41810, -5.95250], [-4.52680, 1.57140, -8.02650], [-2.68110, -0.04570, -7.88390], [-1.13040, -1.37990, -6.57530], [-0.26800, -2.16120, -4.45600], [1.05640, -3.72040, -2.45080], [0.90810, -6.04240, -3.25080], [-0.36740, -8.03400, -3.66510], [-1.81230, -7.55370, -4.57460], [-1.95790, -8.17530, -2.90830], [-3.37430, -5.94680, -2.73800], [-3.22420, -3.62150, -1.93320], [-0.65680, -4.47860, 3.43690], [-1.82740, -3.16740, 3.16760], [-3.33950, -3.84680, 2.52400], [-2.15750, -2.34290, 4.70820], [-1.27530, -2.20910, 2.20910], [-0.83820, -1.45130, 1.45130], [-1.96190, 0.00000, 0.00000]],
  "lowdin_charge": [1.47, -0.11, -0.26, 0.04, 0.01, -0.07, -0.45, -0.08, 1.67, -0.42, -0.07, 0.01, 0.04, -0.24, -0.11, -0.08, -0.62, -0.08, -0.02, -0.10, -0.34, -0.02, -0.03, 0.13, -0.11, 0.14, 0.13, 0.13, 0.11, 0.11, 0.13, 0.13, 0.07, 0.12, -0.10, 0.11, 0.14, 0.14, 0.12, 0.08, 0.07, -0.02, -0.24, 0.01, -0.03, -0.31, -0.07, -0.01, 1.11, -0.60, -0.28, -0.16, 0.00, -0.14, 0.01, -0.05, -0.04, 0.00, -0.10, -0.15, -0.11, -0.11, 0.01, -0.04, -0.04, 0.00, -0.18, 0.02, -0.06, -0.22, 0.90, -0.53, -0.31, -0.08, 0.01, -0.24, -0.03, 0.01, -0.03, 0.09, 0.09, 0.10, 0.13, 0.11, 0.11, 0.13, -0.01, 0.12, 0.13, 0.12, 0.12, 0.12, 0.13, 0.12, 0.12, 0.13, 0.13, 0.10, 0.06, 0.13, 0.09, 0.10, 0.10, 0.13, 0.12, 0.73, -1.50, 0.69, 0.70, -0.30, 0.08, 0.06],
  "total_charge": 3,
  "homo_ev": -13.809,
  "orbital_gap_ev": 5.009,
  "de_lowest_kcal_mol": 0.0
}